1.
Entry from the OMol25 dataset: C4H9N in the gas phase in a non-equilibrium geometry (the ωB97M-V functional and the def2-TZVPD basis).

Structure (XYZ):
```
14
C4H9N, DFT the ωB97M-V functional and the def2-TZVPD basis
C 0.264 1.765 1.706
C 0.598 1.076 0.442
C -0.159 0.171 -0.207
N 0.357 -0.945 -0.872
C -0.614 -1.969 -1.351
H 0.771 2.719 1.833
H -0.808 2.030 1.735
H 0.417 1.163 2.614
H 1.577 1.195 -0.055
H -1.152 0.120 0.245
H 1.147 -0.770 -1.458
H -0.230 -2.918 -0.990
H -1.634 -1.645 -1.198
H -0.533 -1.990 -2.444
```

Computed properties:
SMILES string ... C/C=C/NC
Energy above the lowest of the compared OMol25 structures with the same formula, charge and spin ... 140.9 kJ/mol
E ... -5782.352 eV
HOMO level ... -7.4 eV
F_max ... 2.82 eV/A
Charge ... 0
Frontier orbital gap ... 8.58 eV

2.
Entry from the OMol25 dataset: a gas-phase ion, C4H9N (charge +1) in a non-equilibrium geometry (the ωB97M-V functional and the def2-TZVPD basis).

Structure (XYZ):
```
14
C4H9N, DFT the ωB97M-V functional and the def2-TZVPD basis
C 0.777 0.423 1.832
C -0.265 0.566 0.663
C -0.399 -0.816 -0.134
C -0.367 -0.182 -2.468
N -0.975 -0.663 -1.453
H 0.134 0.288 2.750
H 1.511 -0.381 1.795
H 1.498 1.324 1.919
H 0.132 1.244 -0.027
H -1.334 0.796 0.944
H -1.128 -1.469 0.419
H 0.672 -1.264 -0.243
H 0.539 0.285 -2.495
H -0.794 -0.150 -3.501
```

Computed properties:
Energy above the lowest of the compared OMol25 structures with the same formula, charge and spin ... 319.8 kJ/mol
E ... -5773.123 eV
HOMO level (alpha / beta) ... -16.1 / -16.2 eV
F_max ... 5.40 eV/A
Charge ... +1
Spin multiplicity ... 2
Frontier orbital gap (alpha / beta) ... 10.67 / 7.30 eV

3.
Entry from the OMol25 dataset: 2 unconnected molecules or ions with the total composition C4H9N2 in a non-equilibrium geometry (the ωB97M-V functional and the def2-TZVPD basis).

Structure (XYZ):
```
15
C4H9N2, DFT the ωB97M-V functional and the def2-TZVPD basis
C -1.643 -1.110 -1.607
C 1.875 1.029 0.709
C -1.341 1.253 -1.000
C 0.782 -0.908 1.426
N -1.554 0.085 -1.335
N 0.924 0.226 0.555
H -2.509 -1.528 -2.109
H -0.819 -1.772 -1.354
H 1.965 1.864 0.030
H 2.631 0.944 1.491
H -0.870 1.948 -1.686
H -1.658 1.621 -0.032
H -0.279 -1.078 1.613
H 1.187 -1.788 0.922
H 1.308 -0.786 2.377
```

Computed properties:
Energy above the lowest of the compared OMol25 structures with the same formula, charge and spin ... 336.8 kJ/mol
E ... -7264.651 eV
HOMO level ... -13.5 eV
F_max ... 1.13 eV/A
Charge ... +1
Frontier orbital gap ... 8.77 eV

4.
Entry from the OMol25 dataset: 2 unconnected molecules or ions with the total composition C4H9N2 in a non-equilibrium geometry (the ωB97M-V functional and the def2-TZVPD basis).

Structure (XYZ):
```
15
C4H9N2, DFT the ωB97M-V functional and the def2-TZVPD basis
C 1.237 2.230 -0.867
C 0.064 -0.455 0.723
C -1.593 -1.601 -0.695
C -0.672 -1.572 0.503
N 1.759 2.084 0.277
N 0.845 0.051 1.476
H 0.967 3.061 -1.477
H 1.001 1.169 -1.412
H -2.326 -2.404 -0.755
H -1.107 -1.575 -1.699
H -2.157 -0.686 -0.834
H -1.235 -1.621 1.428
H 0.151 -2.290 0.337
H 1.059 0.649 2.181
H 2.007 2.959 0.812
```

Computed properties:
Energy above the lowest of the compared OMol25 structures with the same formula, charge and spin ... 435.9 kJ/mol
E ... -7263.624 eV
HOMO level ... -14.1 eV
F_max ... 9.28 eV/A
Charge ... +1
Frontier orbital gap ... 8.86 eV

5.
Entry from the OMol25 dataset: a gas-phase ion, C4H9N2 (charge +1) in a non-equilibrium geometry (the ωB97M-V functional and the def2-TZVPD basis).

Structure (XYZ):
```
15
C4H9N2, DFT the ωB97M-V functional and the def2-TZVPD basis
C 3.875 -0.133 0.122
C 0.314 -0.329 0.157
C 1.508 0.594 0.055
C -2.272 -0.154 0.283
N 2.637 0.124 0.107
N -0.990 0.442 -0.149
H 4.418 -0.125 -0.941
H 4.373 -0.300 1.184
H 0.554 -1.060 -0.578
H 0.283 -0.507 1.262
H -2.306 -0.066 1.399
H -2.380 -1.237 -0.080
H -3.039 0.453 -0.065
H -0.763 1.435 0.167
H -0.998 0.642 -1.187
```

Computed properties:
Energy above the lowest of the compared OMol25 structures with the same formula, charge and spin ... 394.6 kJ/mol
E ... -7264.052 eV
HOMO level ... -12.4 eV
F_max ... 3.33 eV/A
Charge ... +1
Frontier orbital gap ... 8.93 eV

6.
Entry from the OMol25 dataset: a molecular structure, C4H9N2 in a non-equilibrium geometry (the ωB97M-V functional and the def2-TZVPD basis).

Structure (XYZ):
```
15
C4H9N2, DFT the ωB97M-V functional and the def2-TZVPD basis
C 0.574 -0.540 0.468
C 1.609 0.541 0.026
C 0.479 1.390 -0.144
C -1.853 0.471 0.097
N -0.407 0.483 0.066
N 0.555 -1.790 -0.231
H 0.592 -0.939 1.508
H 2.385 0.668 0.786
H 2.096 0.183 -0.907
H 0.339 2.349 -0.540
H -2.269 0.287 1.063
H -2.185 -0.438 -0.378
H -2.323 1.347 -0.408
H 0.888 -1.852 -1.153
H -0.481 -2.162 -0.251
```

Computed properties:
Energy above the lowest of the compared OMol25 structures with the same formula, charge and spin ... 248.6 kJ/mol
E ... -7265.565 eV
HOMO level ... -14.5 eV
F_max ... 4.09 eV/A
Charge ... +1
Frontier orbital gap ... 9.70 eV

7.
Entry from the OMol25 dataset: 2 unconnected molecules or ions with the total composition C4H9N2 in a non-equilibrium geometry (the ωB97M-V functional and the def2-TZVPD basis).

Structure (XYZ):
```
15
C4H9N2, DFT the ωB97M-V functional and the def2-TZVPD basis
C 0.180 -0.928 0.037
C 2.569 -0.487 -0.134
C -2.169 -0.574 -0.020
C -0.531 1.261 0.072
N 3.465 0.342 0.088
N -0.774 -0.132 0.119
H 2.568 -1.625 -0.436
H -0.150 -1.962 0.029
H -2.785 -0.070 0.708
H -2.308 -1.539 0.225
H -2.404 -0.672 -1.030
H -0.403 1.596 -0.958
H 0.526 1.553 0.519
H -1.223 1.871 0.662
H 3.440 1.368 0.121
```

Computed properties:
Energy above the lowest of the compared OMol25 structures with the same formula, charge and spin ... 574.5 kJ/mol
E ... -7262.187 eV
HOMO level (alpha / beta) ... -13.8 / -13.8 eV
F_max ... 4.71 eV/A
Charge ... +1
Frontier orbital gap (alpha / beta) ... 8.83 / 8.83 eV

8.
Entry from the OMol25 dataset: a gas-phase ion, C4H9N2 (charge +1) in a non-equilibrium geometry (the ωB97M-V functional and the def2-TZVPD basis).

Structure (XYZ):
```
15
C4H9N2, DFT the ωB97M-V functional and the def2-TZVPD basis
C 0.230 -0.889 0.000
C -2.519 -0.463 -0.181
C -1.680 0.272 0.815
C 2.313 0.373 -0.160
N -0.362 0.160 0.725
N 1.506 -0.811 -0.288
H -3.288 0.256 -0.241
H -2.067 -0.352 -1.216
H -2.070 0.873 1.601
H -2.781 -1.368 -0.444
H 2.697 0.337 0.920
H 3.175 0.343 -0.892
H 1.742 1.230 -0.426
H 0.096 0.489 1.585
H 1.882 -1.714 -0.618
```

Computed properties:
Energy above the lowest of the compared OMol25 structures with the same formula, charge and spin ... 435.2 kJ/mol
E ... -7263.631 eV
HOMO level ... -13.3 eV
F_max ... 7.67 eV/A
Charge ... +1
Frontier orbital gap ... 7.73 eV

9.
Entry from the OMol25 dataset: a molecular structure, C4H9N2 in a non-equilibrium geometry (the ωB97M-V functional and the def2-TZVPD basis).

Structure (XYZ):
```
15
C4H9N2, DFT the ωB97M-V functional and the def2-TZVPD basis
C 0.336 1.412 0.194
C 1.488 0.634 -0.085
C 0.506 -0.517 -0.412
C -1.868 0.473 -0.337
N -0.459 0.513 -0.229
N 0.199 -2.159 1.120
H 0.000 2.487 0.539
H 2.078 0.962 -0.952
H 2.360 0.628 0.568
H 0.591 -1.011 -1.379
H -2.182 -0.435 -0.814
H -2.108 1.236 -1.133
H -2.245 0.683 0.616
H 1.014 -1.949 1.656
H 0.291 -2.957 0.648
```

Computed properties:
Energy above the lowest of the compared OMol25 structures with the same formula, charge and spin ... 589.1 kJ/mol
E ... -7262.036 eV
HOMO level (alpha / beta) ... -14.1 / -14.7 eV
F_max ... 7.08 eV/A
Charge ... +1
Frontier orbital gap (alpha / beta) ... 8.70 / 9.08 eV

10.
Entry from the OMol25 dataset: a molecular structure, C4H9N2 in a non-equilibrium geometry (the ωB97M-V functional and the def2-TZVPD basis).

Structure (XYZ):
```
15
C4H9N2, DFT the ωB97M-V functional and the def2-TZVPD basis
C -1.264 0.426 0.854
C 0.134 0.145 1.119
C 0.765 0.109 -0.125
C -0.201 0.506 -1.150
N 2.032 -0.197 -0.553
N -1.363 0.617 -0.550
H -1.914 -0.323 1.215
H -1.657 1.285 1.505
H 0.643 -0.165 2.086
H -0.295 -1.819 -0.160
H -0.125 0.738 -2.267
H 2.582 -0.581 0.091
H 2.507 0.516 -1.210
H 0.343 -2.323 0.024
H -2.186 1.067 -0.880
```

Computed properties:
Energy above the lowest of the compared OMol25 structures with the same formula, charge and spin ... 304.8 kJ/mol
E ... -7264.983 eV
HOMO level ... -13.3 eV
F_max ... 5.32 eV/A
Charge ... +1
Frontier orbital gap ... 8.16 eV

11.
Entry from the OMol25 dataset: 2 unconnected molecules or ions with the total composition C4H9N2 in a non-equilibrium geometry (the ωB97M-V functional and the def2-TZVPD basis).

Structure (XYZ):
```
15
C4H9N2, DFT the ωB97M-V functional and the def2-TZVPD basis
C 2.352 -0.736 0.439
C -1.757 -0.050 0.901
C -1.796 -0.664 -0.466
C 0.047 1.003 -0.708
N 1.891 0.188 -0.329
N -1.111 0.530 -0.274
H 1.737 -1.544 0.974
H 3.392 -0.608 0.672
H -2.842 0.424 1.246
H -1.048 -0.351 1.674
H -1.155 -1.538 -0.593
H -2.797 -0.517 -0.934
H 2.452 0.959 -0.541
H 0.284 0.881 -1.686
H 0.353 2.023 -0.373
```

Computed properties:
Energy above the lowest of the compared OMol25 structures with the same formula, charge and spin ... 439.0 kJ/mol
E ... -7263.592 eV
HOMO level ... -14.4 eV
F_max ... 4.20 eV/A
Charge ... +1
Frontier orbital gap ... 10.40 eV

12.
Entry from the OMol25 dataset: a gas-phase ion, C4H9N2 (charge +1) in a non-equilibrium geometry (the ωB97M-V functional and the def2-TZVPD basis).

Structure (XYZ):
```
15
C4H9N2, DFT the ωB97M-V functional and the def2-TZVPD basis
C 0.230 1.404 -0.195
C -1.221 1.313 0.003
C -0.688 -0.402 0.443
C 1.865 -0.467 0.008
N 0.605 0.200 0.043
N -1.067 -1.518 -0.250
H 0.872 2.239 -0.437
H -1.658 1.909 0.794
H -1.832 1.326 -0.891
H -0.758 -0.508 1.523
H 2.381 -0.351 0.965
H 2.503 -0.065 -0.779
H 1.693 -1.530 -0.155
H -1.164 -1.442 -1.252
H -1.761 -2.108 0.182
```

Computed properties:
Energy above the lowest of the compared OMol25 structures with the same formula, charge and spin ... 138.4 kJ/mol
E ... -7262.025 eV
HOMO level (alpha / beta) ... -10.1 / -15.1 eV
F_max ... 5.72 eV/A
Charge ... +1
Spin multiplicity ... 3
Frontier orbital gap (alpha / beta) ... 6.96 / 6.62 eV

13.
Entry from the OMol25 dataset: a gas-phase ion, C4H9N2O (charge +1) in a non-equilibrium geometry (the ωB97M-V functional and the def2-TZVPD basis).

Structure (XYZ):
```
16
C4H9N2O, DFT the ωB97M-V functional and the def2-TZVPD basis
C -1.469 1.200 -0.849
C -1.093 -0.105 1.040
C -0.052 -0.370 -0.064
C 2.415 -0.828 -0.007
N -1.925 0.938 0.326
N -0.438 0.466 -1.204
O 1.241 -0.062 0.295
H -1.843 2.011 -1.305
H -1.626 -1.031 1.380
H -0.661 0.344 1.980
H -0.137 -1.439 -0.276
H 2.613 -0.853 -1.016
H 2.383 -1.799 0.505
H 3.291 -0.374 0.493
H -2.801 1.173 0.676
H 0.102 0.729 -1.975
```

Computed properties:
SMILES string ... CO[C@H]1CNC=[NH+]1
Energy above the lowest of the compared OMol25 structures with the same formula, charge and spin ... 183.8 kJ/mol
E ... -9314.111 eV
HOMO level ... -14.6 eV
F_max ... 3.72 eV/A
Charge ... +1
Frontier orbital gap ... 11.11 eV

14.
Entry from the OMol25 dataset: a gas-phase ion, C4H9N2O (charge +1) in a non-equilibrium geometry (the ωB97M-V functional and the def2-TZVPD basis).

Structure (XYZ):
```
16
C4H9N2O, DFT the ωB97M-V functional and the def2-TZVPD basis
C -2.031 -0.689 -0.938
C -1.738 -0.341 0.332
C 1.040 0.897 -0.261
C -0.537 -0.678 1.017
N 3.148 0.468 -1.578
N 0.647 0.443 1.044
O 2.207 0.322 -0.686
H -3.084 -0.836 -1.342
H -1.329 -1.306 -1.487
H -2.484 0.150 0.961
H 0.511 1.633 -0.814
H -0.022 -1.569 0.714
H -0.798 -0.820 2.073
H 2.988 1.265 -2.242
H 1.271 -0.165 1.585
H 0.212 1.226 1.624
```

Computed properties:
Energy above the lowest of the compared OMol25 structures with the same formula, charge and spin ... 762.8 kJ/mol
E ... -9308.109 eV
HOMO level (alpha / beta) ... -13.7 / -13.4 eV
F_max ... 3.59 eV/A
Charge ... +1
Frontier orbital gap (alpha / beta) ... 9.02 / 9.30 eV

15.
Entry from the OMol25 dataset: 2 unconnected molecules or ions with the total composition C4H9N2O in a non-equilibrium geometry (the ωB97M-V functional and the def2-TZVPD basis).

Structure (XYZ):
```
16
C4H9N2O, DFT the ωB97M-V functional and the def2-TZVPD basis
C 0.457 2.546 1.194
C 0.148 1.195 0.700
C -0.983 0.715 0.115
N -0.678 -0.540 -0.345
C 0.555 -0.874 0.002
N 1.080 0.188 0.615
H 0.655 3.156 0.318
H -0.447 2.941 1.656
H 1.290 2.598 1.879
H -1.895 1.225 -0.092
H -1.248 -1.260 -0.776
H 1.116 -1.724 -0.351
H 2.055 0.332 0.830
H 0.045 -3.668 -2.126
H -1.484 -3.467 -2.064
O -0.667 -3.363 -1.554
```

Computed properties:
Energy above the lowest of the compared OMol25 structures with the same formula, charge and spin ... 11.0 kJ/mol
E ... -9315.902 eV
HOMO level ... -14.0 eV
F_max ... 1.29 eV/A
Charge ... +1
Frontier orbital gap ... 11.02 eV

16.
Entry from the OMol25 dataset: a gas-phase ion, C4H9N2O (charge +1) in a non-equilibrium geometry (the ωB97M-V functional and the def2-TZVPD basis).

Structure (XYZ):
```
16
C4H9N2O, DFT the ωB97M-V functional and the def2-TZVPD basis
C -0.395 -0.112 0.295
C 0.859 -1.254 -0.989
C 0.128 0.097 -1.084
C -1.478 -0.090 2.345
N 0.248 -1.607 0.295
N 0.984 1.327 -1.308
O -1.099 0.564 1.127
H 0.617 -1.973 -1.776
H 1.948 -1.172 -0.915
H -0.659 0.098 -1.843
H -1.114 0.515 3.176
H -1.048 -1.091 2.380
H -2.566 -0.136 2.372
H 0.410 2.181 -1.329
H 1.491 1.240 -2.202
H 1.673 1.413 -0.545
```

Computed properties:
SMILES string ... COC1=NC[C@@H]1[NH3+]
Energy above the lowest of the compared OMol25 structures with the same formula, charge and spin ... 457.9 kJ/mol
E ... -9311.270 eV
HOMO level (alpha / beta) ... -12.9 / -12.9 eV
F_max ... 8.53 eV/A
Charge ... +1
Frontier orbital gap (alpha / beta) ... 8.68 / 8.68 eV